40
Properties=species:S:1:pos:R:3:mulliken_charge:R:1 method="wB97M-V/def2-TZVPD" smiles="CCOC(=O)CCCc1sc([NH3+])nc1-c1[nH]c(=O)[nH]c1C" orbital_gap_ev=6.18 lumo_energy_ev=-3.981 total_charge=+1
C 2.617 -3.001 -2.781 -0.71
C 1.269 -3.158 -3.336 -0.30
H 0.607 -3.705 -2.719 0.43
H 1.429 -3.721 -4.352 0.28
O 0.816 -1.965 -3.666 -0.25
C -0.034 -1.559 -2.768 0.59
O -0.161 -2.079 -1.590 -0.76
C -0.730 -0.137 -3.372 -0.81
H -0.020 0.465 -3.903 0.42
H -1.515 -0.526 -3.989 0.39
C -1.609 0.514 -2.321 -0.55
H -2.205 1.227 -2.704 0.52
H -1.798 -0.198 -1.429 0.35
C -0.564 1.300 -1.329 -0.92
C -0.889 1.607 0.042 0.14
C -0.541 0.914 1.311 0.14
N -1.148 1.457 2.525 -0.50
C -2.182 2.179 2.053 0.09
S -2.452 2.676 0.292 -0.15
N -3.174 2.757 3.010 -0.11
H -3.981 2.596 2.811 0.27
H -2.876 2.325 3.843 0.36
H -3.152 3.866 2.970 0.41
C 0.492 0.033 1.492 0.17
C 1.503 0.371 2.385 0.16
N 2.370 -0.736 2.329 -0.04
C 2.284 -1.442 1.195 0.22
O 2.699 -2.172 0.435 -0.50
N 1.038 -0.895 0.593 -0.09
H 0.478 -1.181 -0.112 0.41
H 3.133 -0.988 2.803 0.11
C 1.624 1.012 3.781 -1.52
H 2.453 1.399 3.957 0.53
H 1.420 0.279 4.750 0.26
H 0.832 1.697 3.811 0.40
H -0.437 2.304 -1.875 0.45
H 0.554 0.881 -1.265 0.49
H 3.078 -4.086 -2.732 0.29
H 2.572 -2.594 -1.865 0.05
H 3.133 -2.364 -3.593 0.26